Entry 1:
Below is a molecular structure, C26H33CuN6OP, with properties calculated with the ωB97M-V functional and the def2-TZVPD basis.

Values from the calculation:
**2S+1**: 2
**HOMO (spin up / spin down)**: -5.22 / -5.67 eV
**<S²>**: 0.77
**Lowest unoccupied orbital energy (spin up / spin down)**: 0.13 / -0.05 eV

CARTESIAN COORDINATES (ANGSTROEM)
Cu (0.5843, 0.7235, -0.2737)
C (-1.8751, -0.6087, 2.8234)
C (-2.2095, 0.8341, 2.5665)
C (-2.8956, 1.5409, 3.5045)
C (-3.1076, 2.9369, 3.3507)
C (-2.3476, 3.5810, 2.4329)
C (-1.4609, 2.8644, 1.5744)
N (-1.7501, 1.4875, 1.4234)
C (-0.3157, 3.4959, 1.0133)
C (-0.0431, 4.8695, 1.3234)
C (0.9396, 5.5360, 0.6652)
C (1.7254, 4.8648, -0.2881)
C (1.5161, 3.5119, -0.4381)
N (0.5556, 2.8373, 0.1985)
C (2.3614, 2.7101, -1.3960)
C (3.4052, 3.3141, -2.0817)
C (4.1224, 2.5922, -3.0166)
C (3.7716, 1.2827, -3.2500)
C (2.7339, 0.7224, -2.5174)
C (2.3269, -0.6937, -2.7819)
N (2.0527, 1.4146, -1.5909)
H (-1.8875, -0.7657, 3.9026)
H (-0.8808, -0.8365, 2.4469)
H (-2.5729, -1.3090, 2.3714)
H (-3.2538, 1.0141, 4.3790)
H (-3.7751, 3.4792, 4.0060)
H (-2.3943, 4.6579, 2.3647)
H (-0.5913, 5.3783, 2.0996)
H (1.1288, 6.5788, 0.8885)
H (2.4603, 5.4053, -0.8597)
H (3.6614, 4.3421, -1.8886)
H (4.9364, 3.0546, -3.5600)
H (4.2866, 0.6822, -3.9882)
H (3.1733, -1.3735, -2.6704)
H (1.9486, -0.7973, -3.8009)
H (1.5425, -0.9787, -2.0899)
C (-3.5582, -0.4810, 0.0476)
O (-2.1378, -0.4435, 0.1292)
C (-1.5140, 0.8432, 0.1377)
C (-2.0783, 1.7064, -0.9897)
H (-3.9122, -0.2575, -0.9603)
H (-4.0323, 0.2123, 0.7493)
H (-3.8612, -1.4976, 0.3035)
H (-3.1496, 1.9259, -0.8723)
H (-1.9366, 1.1777, -1.9340)
H (-1.5656, 2.6607, -1.0706)
C (1.1736, -4.9264, 0.9145)
N (1.9076, -4.2602, -0.1589)
C (1.2139, -4.5105, -1.4236)
N (-0.2062, -4.1576, -1.4224)
C (-0.8512, -4.8346, -0.3014)
N (-0.2372, -4.5491, 0.9912)
C (-0.4070, -3.1421, 1.3603)
P (0.3646, -1.9196, 0.1594)
C (2.0020, -2.8193, 0.1101)
C (-0.4132, -2.7089, -1.3393)
H (1.6573, -4.7006, 1.8668)
H (1.2225, -6.0044, 0.7466)
H (1.2931, -5.5767, -1.6465)
H (1.7154, -3.9545, -2.2187)
H (-0.7906, -5.9115, -0.4720)
H (-1.9032, -4.5453, -0.2706)
H (0.0183, -2.9769, 2.3530)
H (-1.4728, -2.9193, 1.4207)
H (2.4645, -2.6757, 1.0904)
H (2.6730, -2.3609, -0.6159)
H (-0.0671, -2.2356, -2.2579)
H (-1.4837, -2.5061, -1.2689)

Cartesian forces (eV/Å) of the 2 atoms listed first:
Cu -0.78 -0.35 0.06
C -0.03 0.07 0.02


Entry 2:
Below is a molecular structure, C4H8O2 in a non-equilibrium geometry, with properties calculated with the ωB97M-V functional and the def2-TZVPD basis.

Values from the calculation:
**Energy relative to the best compared isomer or geometry (same formula, charge and spin)**: 3.604 eV
**HOMO**: -8.24 eV
**Lowest unoccupied orbital energy**: 0.65 eV

CARTESIAN COORDINATES (ANGSTROEM)
C (-0.2869, 0.0707, -1.6647)
C (-0.6636, 0.1106, -0.2289)
O (-2.0572, -0.5496, 0.0665)
C (0.1332, -0.1447, 0.8801)
O (-0.4137, -0.6792, 1.9168)
C (1.5945, 0.2082, 0.9419)
H (0.7101, 0.4991, -1.8070)
H (-0.9763, 0.6417, -2.2877)
H (-0.2606, -0.9547, -2.0436)
H (-2.0953, 0.5009, 0.0062)
H (-1.6460, -0.8093, 1.2540)
H (2.1876, -0.7086, 1.0208)
H (1.8013, 0.7997, 1.8381)
H (1.9363, 0.7660, 0.0686)

Cartesian forces (eV/Å) of the 2 atoms listed first:
C -0.02 0.02 -0.22
C 1.30 -1.16 0.38


Entry 3:
Below is 8 unconnected molecules or ions with the total composition C32H45Br2I2N4O24 in a non-equilibrium geometry, with properties calculated with the ωB97M-V functional and the def2-TZVPD basis.

Values from the calculation:
**Charge**: +1
**HOMO**: -11.14 eV
**Lowest unoccupied orbital energy**: -2.77 eV

CARTESIAN COORDINATES (ANGSTROEM)
C (-5.2212, 1.1036, 6.4005)
C (-3.7030, 0.6750, 6.9561)
C (-2.7331, 1.9578, 6.6270)
I (-2.2178, 3.1729, 8.3776)
C (-1.3301, 1.5504, 5.8582)
N (0.0091, 1.9575, 6.4476)
C (0.9395, 1.3952, 5.3866)
N (2.2876, 1.5881, 5.6054)
N (0.2180, 0.6962, 4.2474)
C (0.9605, 0.0392, 3.1054)
Br (1.0790, -1.9815, 3.3565)
C (0.4399, 0.4495, 1.6063)
C (-0.1855, 1.9594, 1.4744)
Br (2.0902, 0.3572, 0.4112)
N (-1.1273, 0.7865, 4.5680)
I (-2.6957, 0.0077, 3.4803)
H (-5.4561, 2.1895, 6.8226)
H (-6.0254, 0.3049, 6.7186)
H (-5.1068, 1.2206, 5.2414)
H (-3.8419, 0.5416, 8.1306)
H (-3.3334, -0.3482, 6.5208)
H (-3.3210, 2.6623, 5.8660)
H (2.8449, 1.9751, 4.7901)
H (2.7804, 1.4466, 6.5181)
H (2.0911, 0.4116, 3.1830)
H (-0.3790, -0.3440, 1.2717)
H (-0.9841, 2.0322, 0.5900)
H (-0.7337, 2.3576, 2.4296)
H (0.6876, 2.6936, 1.1556)
C (-5.1559, 2.5134, -0.2544)
C (-6.1136, 2.8174, 0.8517)
O (-5.9726, 1.7079, 1.7183)
C (-4.7369, 1.1766, 1.4852)
O (-4.2171, 0.3140, 2.1732)
O (-4.1588, 1.7371, 0.3829)
H (-4.7231, 3.4178, -0.6908)
H (-5.6127, 1.9171, -1.0511)
H (-5.8466, 3.7286, 1.3973)
H (-7.1444, 2.9045, 0.4974)
C (4.1086, -3.1046, -0.7534)
C (3.0957, -2.3302, -1.5327)
O (3.5321, -2.4780, -2.8706)
C (4.2808, -3.6184, -2.9202)
O (4.6736, -4.1401, -3.9503)
O (4.5315, -4.0989, -1.6673)
H (3.6835, -3.5597, 0.1454)
H (4.9729, -2.4951, -0.4691)
H (2.0880, -2.7491, -1.4410)
H (3.0692, -1.2749, -1.2476)
C (1.6938, -4.3556, -4.8833)
C (1.6233, -4.3516, -6.3759)
O (0.2339, -4.2883, -6.6360)
C (-0.3515, -3.7366, -5.5330)
O (-1.5164, -3.3791, -5.4777)
O (0.5365, -3.6363, -4.5011)
H (2.5963, -3.8657, -4.5077)
H (1.6365, -5.3658, -4.4646)
H (2.1058, -3.4720, -6.8149)
H (2.0596, -5.2528, -6.8155)
C (7.4490, -0.6759, -4.4781)
C (7.8640, 0.5174, -3.6802)
O (6.9731, 0.4999, -2.5810)
C (6.5422, -0.7878, -2.4399)
O (5.8966, -1.1978, -1.4897)
O (6.9286, -1.5564, -3.4998)
H (8.2884, -1.1360, -5.0065)
H (6.6590, -0.4425, -5.1995)
H (8.8897, 0.4337, -3.3055)
H (7.7665, 1.4493, -4.2438)
C (-2.8878, -0.1014, -3.2226)
C (-2.4051, -1.0738, -2.1957)
O (-1.0037, -0.8780, -2.1956)
C (-0.7791, 0.3829, -2.6681)
O (0.3032, 0.9448, -2.6438)
O (-1.9232, 0.9328, -3.1700)
H (-3.8844, 0.2858, -2.9933)
H (-2.8947, -0.5274, -4.2314)
H (-2.7932, -0.8531, -1.1958)
H (-2.6523, -2.1075, -2.4528)
C (3.8993, -9.3526, -5.9688)
C (2.5758, -9.4324, -5.2797)
O (1.8440, -8.3673, -5.8560)
C (2.4054, -8.1136, -7.0743)
O (1.9227, -7.3725, -7.9142)
O (3.5763, -8.7978, -7.2301)
H (4.3679, -10.3336, -6.0854)
H (4.5979, -8.6828, -5.4565)
H (2.0533, -10.3726, -5.4854)
H (2.6617, -9.3030, -4.1973)
C (-8.4540, 5.5784, 3.0704)
C (-8.3131, 7.0585, 3.2207)
O (-6.9643, 7.2948, 2.8642)
C (-6.5762, 6.2557, 2.0684)
O (-5.5288, 6.2200, 1.4444)
O (-7.5131, 5.2629, 2.0614)
H (-9.4623, 5.2849, 2.7656)
H (-8.1868, 5.0379, 3.9844)
H (-8.9626, 7.6121, 2.5344)
H (-8.5086, 7.3934, 4.2430)
C (3.5346, 5.2380, 1.9191)
C (2.5769, 5.5420, 3.0251)
O (2.7179, 4.4325, 3.8918)
C (3.9536, 3.9012, 3.6587)
O (4.4735, 3.0386, 4.3467)
O (4.5317, 4.4617, 2.5563)
H (3.9674, 6.1424, 1.4827)
H (3.0778, 4.6417, 1.1223)
H (2.8439, 6.4532, 3.5707)
H (1.5461, 5.6291, 2.6708)

Cartesian forces (eV/Å) of the 2 atoms listed first:
C 1.23 0.20 0.01
C -1.41 0.49 0.98


Entry 4:
Below is 8 unconnected molecules or ions with the total composition C43H32F40O11 in a non-equilibrium geometry, with properties calculated with the ωB97M-V functional and the def2-TZVPD basis.

Values from the calculation:
**HOMO**: -10.38 eV
**Lowest unoccupied orbital energy**: -1.87 eV

CARTESIAN COORDINATES (ANGSTROEM)
F (7.1275, -0.6620, 5.9185)
C (6.2211, -1.4498, 5.3511)
F (5.0542, -0.8050, 5.4707)
C (6.3750, -1.7341, 3.8445)
F (5.3200, -2.3681, 3.3271)
F (7.3619, -2.6485, 3.7674)
C (6.8236, -0.4922, 3.0267)
O (5.8104, 0.5501, 2.8595)
C (6.0652, 1.7913, 3.3492)
F (6.4956, 1.7452, 4.5730)
F (7.0708, 2.2969, 2.5981)
C (4.8835, 2.6603, 3.1077)
F (3.7389, 2.2776, 3.7763)
F (5.1715, 3.9672, 3.4378)
H (6.1710, -2.3990, 5.8964)
H (6.9934, -0.9162, 2.0610)
H (7.7950, -0.1814, 3.4271)
H (4.5798, 2.5263, 2.1281)
F (1.2210, 2.2822, -6.5040)
C (-0.1033, 1.9931, -6.3687)
F (-0.0247, 0.9256, -5.4951)
C (-0.7719, 3.2396, -5.7434)
F (-0.9354, 4.1016, -6.8216)
F (-0.0085, 3.8387, -4.7830)
C (-2.2062, 3.0743, -5.2540)
O (-2.9897, 2.3329, -6.2192)
C (-3.5048, 1.2232, -5.7795)
F (-2.5170, 0.2826, -5.4326)
F (-4.3061, 1.4294, -4.7015)
C (-4.3884, 0.6063, -6.8745)
F (-4.9342, -0.6107, -6.4465)
F (-5.3721, 1.5149, -7.1347)
H (-0.5959, 1.7354, -7.3126)
H (-2.6211, 4.1053, -5.2093)
H (-2.3091, 2.6837, -4.2830)
H (-3.8973, 0.3563, -7.7721)
F (0.0687, -7.0444, 1.2863)
C (0.7313, -6.0012, 0.7087)
F (-0.1212, -5.1649, 0.1118)
C (1.5063, -5.2256, 1.8057)
F (2.3610, -6.1010, 2.3316)
F (0.6265, -4.9931, 2.8193)
C (2.2460, -3.9452, 1.5215)
O (3.2664, -4.3894, 0.6145)
C (3.5216, -3.4033, -0.2819)
F (2.3573, -3.0892, -0.9307)
F (4.0540, -2.2960, 0.2610)
C (4.6704, -3.8726, -1.2448)
F (4.2208, -4.8818, -2.0399)
F (5.0418, -2.8605, -2.0886)
H (1.3742, -6.4775, -0.0268)
H (2.7665, -3.6736, 2.4590)
H (1.7608, -3.0649, 1.1457)
H (5.5490, -4.0766, -0.6758)
F (1.0538, -1.4043, -3.9618)
C (0.2293, -2.2397, -4.6159)
F (1.0182, -2.7791, -5.5895)
C (-0.2212, -3.3791, -3.6777)
F (-1.0591, -2.8181, -2.7145)
F (0.7768, -3.9988, -3.0080)
C (-1.0263, -4.5204, -4.3312)
O (-2.1181, -3.8708, -4.9309)
C (-3.0545, -4.5523, -5.6171)
F (-2.4714, -5.2424, -6.6660)
F (-3.6968, -5.4742, -4.9120)
C (-4.0273, -3.4229, -6.1704)
F (-3.3481, -2.5149, -6.8121)
F (-4.8633, -3.9477, -7.0585)
H (-0.6352, -1.7308, -4.9459)
H (-1.1428, -5.3689, -3.6814)
H (-0.4014, -4.9352, -5.0894)
H (-4.5141, -2.9241, -5.3220)
F (1.1094, -0.9737, 4.3560)
C (0.2596, 0.1016, 4.5866)
F (0.8697, 1.1747, 4.0823)
C (-1.1689, -0.1116, 3.9081)
F (-1.6913, -1.2500, 4.4745)
F (-0.9798, -0.4569, 2.5887)
C (-2.2671, 0.9626, 3.9438)
O (-2.3238, 1.8018, 5.1267)
C (-2.9980, 1.4187, 6.2129)
F (-4.2479, 1.0963, 5.9385)
F (-2.3535, 0.3875, 6.7825)
C (-2.9876, 2.5903, 7.2095)
F (-3.4019, 3.7396, 6.6225)
F (-3.8475, 2.4042, 8.2766)
H (0.0636, 0.1675, 5.6745)
H (-3.2443, 0.5467, 3.6551)
H (-2.0738, 1.6487, 3.0871)
H (-1.9790, 2.7568, 7.6010)
O (-5.4586, 2.1134, 0.0626)
C (-5.2110, 1.4381, -0.9126)
C (-4.0758, 0.4966, -1.0073)
C (-4.0468, -0.4167, -1.9904)
C (-5.1573, -0.5909, -3.0001)
O (-5.1054, -1.5687, -3.7774)
C (-6.2966, 0.3938, -2.9066)
C (-6.2752, 1.3938, -2.0238)
H (-3.2779, 0.5129, -0.3831)
H (-3.2506, -1.1866, -2.0794)
H (-7.1513, 0.3009, -3.6066)
H (-7.0714, 2.1003, -1.8841)
O (1.1753, 6.3615, 6.9279)
C (0.6267, 5.8603, 5.9769)
C (1.2117, 4.6855, 5.2570)
C (0.5196, 4.0999, 4.2511)
C (-0.8353, 4.5682, 3.8396)
O (-1.3786, 3.9761, 2.9337)
C (-1.3634, 5.7084, 4.5206)
C (-0.6336, 6.3981, 5.4270)
H (2.1429, 4.3067, 5.5430)
H (0.8997, 3.2305, 3.7631)
H (-2.3524, 6.1028, 4.2595)
H (-1.0378, 7.3036, 5.9004)
O (3.3481, 1.9264, 0.4546)
C (2.2042, 1.7876, -0.0356)
C (1.0961, 2.6905, 0.4063)
C (-0.1094, 2.7136, -0.1949)
C (-0.2623, 1.7346, -1.3072)
O (-1.2348, 1.8227, -2.0667)
C (0.7329, 0.7025, -1.6051)
C (1.9606, 0.7352, -1.0694)
H (1.3941, 3.2311, 1.3120)
H (-0.8660, 3.4767, 0.0759)
H (0.3292, -0.0938, -2.2964)
H (2.7790, 0.0913, -1.3484)

Cartesian forces (eV/Å) of the 2 atoms listed first:
F 1.19 0.17 -0.37
C -1.58 -1.05 -0.06


| no. | E (Eh) |
| --- | --- |
| 1 | -3396.06105 |
| 2 | -307.57997 |
| 3 | -9014.14102 |
| 4 | -6479.90513 |